ORCA calculation (the ωB97M-V functional and the def2-TZVPD basis) on a 2-piece molecular cluster, C3H2Br2 overall at a distorted geometry.

Structure (XYZ):
```
7
Properties=species:S:1:pos:R:3:forces:R:3
Br -1.4912 -0.0302 2.3526 0.161 0.061 -0.596
Br 1.3599 -1.7318 -0.5039 0.921 -0.710 0.116
C 0.5768 -0.0742 -0.0774 1.483 1.881 0.968
C -0.6931 0.0706 0.6944 1.416 0.058 -2.804
C -0.6762 0.1548 -0.6578 -1.166 0.867 2.206
H -1.1111 0.2772 -1.6242 -0.501 0.010 -0.160
H 2.0348 1.3338 -0.1837 -2.313 -2.166 0.272
```
Forces are in eV/Å.

Computed properties:
Electronic energy: -5263.30859 hartree
Total charge: 0
LUMO (alpha / beta): -0.33 / -0.40 eV
Kohn-Sham gap (alpha / beta): 8.30 / 8.53 eV



ORCA calculation (the ωB97M-V functional and the def2-TZVPD basis) on C3H2Br2NO2 as an isolated structure at a distorted geometry.

Structure (XYZ):
```
10
Properties=species:S:1:pos:R:3:forces:R:3
Br -1.7748 1.3158 0.9128 -0.413 0.123 0.242
Br -2.1843 -1.0554 -1.1792 0.161 0.012 0.487
O 1.2763 0.8387 1.4669 0.617 -0.073 0.673
O 2.0895 -1.2227 0.9556 0.643 -0.889 0.017
N 0.6963 0.6273 -1.5558 -2.245 0.887 -1.751
C -1.0166 -0.2925 0.2264 2.098 -0.611 -0.835
C 1.4838 -0.1870 0.7944 -1.737 1.474 -1.409
C 0.4554 0.0587 -0.4588 -0.861 -0.654 1.361
H -0.8338 -1.0661 1.0494 -0.598 1.212 -1.271
H -0.1916 0.9833 -2.2116 2.335 -1.480 2.486
```
Forces are in eV/Å.

Computed properties:
Electronic energy: -5468.81325 hartree
Total charge: -1
LUMO: 2.96 eV
Kohn-Sham gap: 7.29 eV



ORCA calculation (the ωB97M-V functional and the def2-TZVPD basis) on C3H2Br2P2 as an isolated structure at a distorted geometry.

Structure (XYZ):
```
9
Properties=species:S:1:pos:R:3:forces:R:3
Br 2.7091 -2.4330 -1.4131 -1.034 0.979 -0.483
Br 2.4898 -1.8690 1.7441 1.142 -0.925 1.586
P -0.9157 0.6781 0.2225 1.057 -1.428 0.376
P -0.1709 -0.6005 -1.3926 0.025 -0.323 0.622
C 0.1251 -0.1973 1.4525 -0.007 0.114 -1.614
C 1.2173 -0.8715 1.0504 -1.344 1.129 -3.230
C 1.5755 -0.9252 -1.2319 -0.387 -0.236 3.470
H -0.3014 -0.1539 2.4343 0.447 -0.032 0.742
H -0.1887 0.5200 -2.1637 0.102 0.721 -1.468
```
Forces are in eV/Å.

Computed properties:
Electronic energy: -5946.01681 hartree
Total charge: 0
LUMO (alpha / beta): -1.43 / -1.19 eV
Kohn-Sham gap (alpha / beta): 7.10 / 6.86 eV